(1)
Below is a structure of composition C26H42NO2PtSbSi, with properties calculated with ωB97M-V/def2-TZVPD.

Output
Orbital gap (spin up / spin down): 7.0 / 6.9 eV
<S²>: 2.006
Spin multiplicity: 3

CARTESIAN COORDINATES (ANGSTROEM)
1 Pt -0.014 -0.370 0.370
2 O 0.137 3.127 -1.843
3 C 0.336 2.089 -1.245
4 O -0.450 1.546 -0.367
5 C 1.644 1.359 -1.495
6 C 2.625 1.927 -2.291
7 C 3.820 1.251 -2.456
8 C 3.999 0.025 -1.826
9 C 2.967 -0.478 -1.059
10 N 1.818 0.183 -0.896
11 H 2.415 2.880 -2.754
12 H 4.609 1.671 -3.068
13 H 4.920 -0.534 -1.927
14 H 3.049 -1.437 -0.558
15 C -0.629 -3.738 -0.478
16 Si -1.122 -1.990 -0.926
17 C -0.901 -1.839 -2.767
18 C -2.953 -1.814 -0.545
19 C -3.831 -2.895 -0.687
20 C -5.176 -2.781 -0.356
21 C -5.673 -1.576 0.125
22 C -4.825 -0.484 0.260
23 C -3.480 -0.604 -0.071
24 H -1.011 -4.418 -1.253
25 H -1.046 -4.041 0.487
26 H 0.460 -3.861 -0.438
27 H -1.440 -2.664 -3.248
28 H 0.155 -1.902 -3.051
29 H -1.303 -0.894 -3.143
30 H -3.461 -3.848 -1.058
31 H -5.836 -3.632 -0.471
32 H -6.719 -1.489 0.392
33 H -5.212 0.463 0.621
34 H -2.827 0.258 0.029
35 C -2.592 -1.405 3.412
36 C -1.961 -0.096 3.894
37 C -1.994 -0.032 5.421
38 C -2.724 1.092 3.302
39 Sb 0.023 -0.027 2.976
40 C 0.972 1.861 3.562
41 C 0.340 2.915 2.649
42 C 0.748 2.213 5.029
43 C 2.465 1.770 3.255
44 C 1.129 -1.752 3.764
45 C 0.678 -2.936 2.906
46 C 0.846 -2.030 5.240
47 C 2.625 -1.531 3.546
48 H -3.664 -1.394 3.648
49 H -2.153 -2.271 3.913
50 H -2.498 -1.543 2.329
51 H -3.042 -0.068 5.749
52 H -1.565 0.889 5.813
53 H -1.480 -0.871 5.887
54 H -3.790 0.990 3.546
55 H -2.637 1.142 2.212
56 H -2.380 2.041 3.719
57 H -0.730 3.033 2.825
58 H 0.469 2.679 1.591
59 H 0.819 3.885 2.843
60 H -0.297 2.443 5.233
61 H 1.331 3.112 5.276
62 H 1.067 1.417 5.707
63 H 2.658 1.391 2.245
64 H 2.998 1.144 3.968
65 H 2.895 2.778 3.314
66 H -0.391 -3.139 2.994
67 H 1.221 -3.838 3.223
68 H 0.890 -2.772 1.847
69 H -0.189 -2.333 5.406
70 H 1.058 -1.165 5.876
71 H 1.486 -2.856 5.583
72 H 2.852 -1.152 2.543
73 H 3.143 -2.493 3.662
74 H 3.049 -0.844 4.277



(2)
Below is the ion C10H10NO2 with charge +1, with properties calculated with ωB97M-V/def2-TZVPD.

Output
Orbital gap: 9.1 eV
Spin multiplicity: 1
Net charge: +1

CARTESIAN COORDINATES (ANGSTROEM)
1 C 1.884 -1.336 -2.616
2 C 2.624 -1.301 -1.473
3 C 0.701 -0.671 -2.599
4 C 2.076 -0.869 -0.260
5 C 0.187 -0.172 -1.443
6 C 0.900 -0.141 -0.228
7 C -0.933 2.087 1.305
8 C -1.798 1.083 1.609
9 C -3.228 0.987 1.619
10 C 0.440 0.401 1.004
11 N -1.053 -0.192 1.569
12 O -3.832 0.006 1.927
13 O 0.341 1.728 1.131
14 H 2.413 -1.671 -3.490
15 H 3.484 -1.889 -1.507
16 H -0.006 -0.807 -3.456
17 H 2.612 -1.057 0.715
18 H -0.803 0.213 -1.495
19 H -1.099 3.119 1.137
20 H -3.487 2.011 1.332
21 H 1.224 0.020 1.737
22 H -1.171 -0.616 2.520
23 H -1.477 -0.934 0.962



(3)
Below is a cluster of 3 separate species, C4H11INO in total, with properties calculated with ωB97M-V/def2-TZVPD.

Output
Orbital gap (spin up / spin down): 2.7 / 2.7 eV
Spin multiplicity: 1
Net charge: +1

CARTESIAN COORDINATES (ANGSTROEM)
1 C 1.435 -1.181 0.727
2 C 2.869 0.749 1.229
3 C -3.631 1.255 2.268
4 C 0.571 1.062 1.361
5 N 1.478 0.153 1.277
6 O -0.635 0.883 1.379
7 I 1.379 -2.606 -6.373
8 H 0.431 -1.575 0.836
9 H 1.562 -1.167 -0.364
10 H 2.284 -1.861 1.124
11 H 2.894 1.493 0.397
12 H 3.072 1.190 2.183
13 H 3.564 -0.133 1.046
14 H -2.625 1.139 2.544
15 H -4.285 2.079 2.774
16 H 0.941 2.053 1.596
17 H 0.261 -3.613 -6.563
18 H -4.342 0.758 1.697



(4)
Below is a structure of composition C18H16AuN4O3, with properties calculated with ωB97M-V/def2-TZVPD.

Output
Orbital gap (spin up / spin down): 7.9 / 6.3 eV
<S²>: 2.046
Spin multiplicity: 3
Net charge: +1

CARTESIAN COORDINATES (ANGSTROEM)
1 Au -0.354 -0.302 -0.196
2 C -1.169 3.825 -1.790
3 O -1.857 4.384 -0.650
4 C -1.740 3.934 0.587
5 C -2.591 4.512 1.532
6 C -2.546 4.121 2.850
7 C -1.622 3.149 3.296
8 C -0.767 2.552 2.416
9 C 0.216 1.591 2.899
10 N 0.905 0.874 2.109
11 N 1.948 0.161 2.196
12 C 2.299 -0.664 1.173
13 O 1.648 -0.817 0.117
14 C 3.585 -1.365 1.339
15 C 4.333 -1.668 0.205
16 C 5.553 -2.308 0.343
17 C 6.007 -2.671 1.605
18 C 5.245 -2.394 2.733
19 C 4.039 -1.727 2.605
20 C -0.795 2.893 0.997
21 O -0.050 2.316 0.187
22 H -1.577 4.363 -2.639
23 H -1.368 2.760 -1.881
24 H -0.099 3.989 -1.711
25 H -3.279 5.276 1.196
26 H -3.226 4.573 3.560
27 H -1.586 2.884 4.346
28 H 0.385 1.494 3.970
29 H 3.957 -1.391 -0.770
30 H 6.147 -2.531 -0.533
31 H 6.960 -3.173 1.710
32 H 5.593 -2.697 3.711
33 H 3.441 -1.502 3.478
34 N -4.518 0.046 -0.291
35 C -4.404 -1.287 -0.614
36 C -3.075 -1.528 -0.717
37 N -2.387 -0.353 -0.465
38 C -3.288 0.572 -0.206
39 H -5.377 0.547 -0.137
40 H -5.257 -1.930 -0.732
41 H -2.565 -2.441 -0.966
42 H -3.092 1.604 0.034



Number 1: strongest force on any atom 0.0171 Eh/bohr. Number 2: strongest force on any atom 0.1098 Eh/bohr. Number 3: strongest force on any atom 0.0960 Eh/bohr. Number 4: strongest force on any atom 0.0115 Eh/bohr.